Record 1
Below is C51H41BrF7N4OOsPSi as an isolated structure in a non-equilibrium geometry, with properties calculated with wB97M-V/def2-TZVPD.

Computed properties:
LUMO level (spin up / spin down) ... -9.222 / -9.186 eV
Charge ... +2
Energy ... -6256.31341 a.u.
E_HOMO (spin up / spin down) ... -0.463 / -0.463 Ha

Atoms and positions in Å:
Os -0.21269 1.25690 -1.37601
F 3.87439 7.03378 -1.30548
C 3.49724 5.77493 -1.30821
C 4.42719 4.76169 -1.15066
F 5.70221 5.05536 -0.99787
C 4.01267 3.44006 -1.14377
F 4.93663 2.49891 -0.98218
C 2.67706 3.08244 -1.27911
P 2.12625 1.32221 -1.26430
C 2.94507 0.63582 0.18902
C 3.20848 -0.73556 0.19469
C 3.85394 -1.31026 1.27792
C 4.23184 -0.52343 2.35720
C 3.93876 0.83282 2.36683
C 3.28172 1.41282 1.29151
C 2.94743 0.66044 -2.73239
C 4.26853 0.21928 -2.74920
C 4.83925 -0.18244 -3.94818
C 4.10139 -0.15265 -5.12424
C 2.77539 0.25927 -5.10616
C 2.20149 0.66477 -3.91332
C 1.77703 4.12392 -1.44699
Br -0.08426 3.77576 -1.65006
C 2.16071 5.44781 -1.46312
F 1.25175 6.40251 -1.61688
H 2.91314 -1.34028 -0.65520
H 4.07310 -2.37091 1.27782
H 4.76111 -0.96790 3.19051
H 4.23106 1.44540 3.20780
H 3.05526 2.47246 1.30807
H 4.85115 0.18733 -1.83896
H 5.86859 -0.51620 -3.96269
H 4.55849 -0.45777 -6.05636
H 2.19487 0.26351 -6.01953
H 1.15959 0.97580 -3.88903
O -0.45754 1.36077 0.70517
Si -0.74629 0.52551 2.05325
C -2.29757 1.17563 2.95176
C -2.92428 0.37696 3.92473
C -4.14925 0.76199 4.44239
C -4.73889 1.95336 4.02529
C -4.09800 2.77347 3.09493
C -2.86445 2.40721 2.58712
C -0.85572 -1.33860 1.87564
C -2.05858 -2.05037 1.96070
C -2.07254 -3.43862 1.90996
C -0.88336 -4.14075 1.75500
C 0.31956 -3.45030 1.65026
C 0.33029 -2.06543 1.70321
C 0.44376 0.88494 3.49129
C 0.77118 -0.14419 4.38800
C 1.73269 0.07908 5.36001
C 2.33289 1.33279 5.47403
C 1.98465 2.36483 4.60472
C 1.03217 2.15291 3.62464
H -2.46008 -0.54003 4.26785
H -4.63168 0.14475 5.18935
H -5.68535 2.26221 4.45111
H -4.55190 3.70383 2.77707
H -2.34613 3.07233 1.90702
H -2.99803 -1.52176 2.08405
H -3.01207 -3.96887 2.00661
H -0.89056 -5.22302 1.71795
H 1.25103 -3.99556 1.54558
H 1.27335 -1.53453 1.63609
H 0.29951 -1.11674 4.32131
H 1.99958 -0.72281 6.03653
H 3.05626 1.51036 6.25973
H 2.44465 3.34046 4.70354
H 0.75210 2.96528 2.96210
C -3.01056 1.27873 -2.94548
N -4.45229 1.26602 -2.90756
C -4.92543 0.00098 -2.33368
N -4.41571 -0.15042 -0.96539
C -2.97727 -0.14129 -0.98861
N -2.42487 1.14113 -1.56545
C -3.00890 2.26491 -0.74077
N -4.44616 2.23234 -0.71120
C -4.95290 2.36805 -2.08128
C -4.90553 0.96061 -0.14494
H -2.67270 2.22115 -3.38387
H -2.65779 0.44566 -3.55620
H -4.57673 -0.83416 -2.94321
H -6.01407 0.00237 -2.32040
H -2.61875 -0.96872 -1.59790
H -2.58268 -0.25139 0.01977
H -2.70886 3.21819 -1.18222
H -2.61383 2.17539 0.26360
H -4.61775 3.32070 -2.49461
H -6.04129 2.34775 -2.07074
H -5.99432 0.94995 -0.12654
H -4.52345 0.85756 0.87260
F 0.48058 -7.91392 -0.89273
C 0.57663 -7.48514 -2.16611
F -0.39455 -8.08315 -2.86299
F 1.75266 -7.89757 -2.64364
C 0.43880 -5.98149 -2.19667
C 1.56402 -5.17394 -2.34756
C 1.43342 -3.80664 -2.24919
C 0.16935 -3.23467 -1.99751
C -0.96358 -4.06574 -1.89246
C -0.82334 -5.43189 -1.99065
C 0.05110 -1.85320 -1.81488
C -0.05366 -0.62681 -1.64980
H 2.52658 -5.62674 -2.54132
H 2.29715 -3.16198 -2.35350
H -1.93703 -3.62524 -1.72398
H -1.68349 -6.08315 -1.90235

Results of the Löwdin charge analysis, in e, for atoms 1 through 99: Os 1.12; F 0.19; C -0.12; C -0.11; F 0.18; C -0.20; F 0.13; C -0.27; P 0.96; C -0.35; C -0.12; C -0.07; C -0.03; C -0.04; C -0.07; C -0.35; C -0.07; C -0.04; C -0.04; C -0.06; C -0.11; C -0.50; Br 1.00; C -0.24; F 0.12; H 0.09; H 0.12; H 0.12; H 0.11; H 0.12; H 0.11; H 0.12; H 0.12; H 0.12; H 0.08; O -0.41; Si 0.50; C -0.22; C -0.09; C -0.06; C -0.06; C -0.08; C -0.12; C -0.23; C -0.09; C -0.06; C -0.07; C -0.07; C -0.10; C -0.22; C -0.08; C -0.07; C -0.08; C -0.10; C -0.11; H 0.11; H 0.11; H 0.11; H 0.11; H 0.10; H 0.10; H 0.11; H 0.11; H 0.11; H 0.08; H 0.10; H 0.11; H 0.11; H 0.11; H 0.10; C -0.16; N -0.08; C -0.13; N -0.07; C -0.17; N -0.22; C -0.22; N -0.07; C -0.13; C -0.12; H 0.13; H 0.13; H 0.13; H 0.14; H 0.11; H 0.10; H 0.08; H 0.07; H 0.14; H 0.14; H 0.14; H 0.12; F 0.16; C -0.59; F 0.17; F 0.17; C -0.05; C 0.04; C 0.03


Record 2
Below is one molecule with the formula C5H8O in a non-equilibrium geometry, with properties calculated with wB97M-V/def2-TZVPD.

Computed properties:
SMILES ... C/C=C/C=C/O
ΔE to the lowest compared entry with this formula, charge and spin ... 39.4 kcal/mol
LUMO level ... 0.872 eV
Charge ... 0
Energy ... -270.49504 a.u.
E_HOMO ... -0.297 Ha

Atoms and positions in Å:
C -2.65636 -0.69590 1.09432
C -1.37255 -0.54141 0.35554
C -0.81247 0.64582 0.06218
C 0.55068 0.79032 -0.45621
C 1.52256 -0.10396 -0.41351
O 2.82210 0.18296 -0.77596
H -2.93208 -1.75131 1.15622
H -2.49896 -0.38688 2.12685
H -3.51504 -0.24234 0.59832
H -0.89401 -1.38999 -0.11725
H -1.23636 1.60307 0.34828
H 0.80010 1.79959 -0.76572
H 1.44967 -1.05925 0.09600
H 3.24996 -0.64532 -0.99922

In the Löwdin picture, each atom carries the following charge in e: C -0.11; C -0.17; C -0.12; C -0.11; C -0.20; O -0.01; H 0.06; H 0.07; H 0.08; H 0.10; H 0.10; H 0.11; H 0.12; H 0.09


Record 3
Below is C22H50P2Si2W as an isolated structure in a non-equilibrium geometry, with properties calculated with wB97M-V/def2-TZVPD.

Computed properties:
Multiplicity ... 3
ΔE to the lowest compared entry with this formula, charge and spin ... 41.9 kcal/mol
LUMO level (spin up / spin down) ... -9.228 / -9.255 eV
Charge ... +2
Energy ... -2196.04654 a.u.
E_HOMO (spin up / spin down) ... -0.509 / -0.518 Ha

Atoms and positions in Å:
P -0.58738 -2.74101 0.32154
P 2.07488 2.39764 0.08523
C 2.36121 0.15615 -1.67512
C 2.87636 1.54844 -1.39738
H 2.02219 0.18304 -2.72830
H 3.10688 -0.66431 -1.62896
H 3.94836 1.48572 -1.24931
H 2.71056 2.18090 -2.29560
C 0.54244 2.84161 -0.87367
H -0.01991 3.62846 -0.37275
H -0.08338 1.93927 -0.84151
H 0.74857 3.14045 -1.91130
C 3.04134 3.94798 0.07447
H 2.70522 4.60908 -0.72918
H 4.10205 3.69374 -0.02858
H 2.87818 4.41008 1.05388
C -2.10962 -3.74486 0.02774
H -2.52454 -4.07556 0.98519
H -1.89432 -4.63648 -0.58389
H -2.88948 -3.16227 -0.49167
C 0.62902 -4.06682 0.04457
H 1.61053 -3.73586 0.40070
H 0.70376 -4.33320 -1.01756
H 0.26672 -4.93360 0.61278
W 0.39230 -0.67065 -1.55911
C 0.06070 0.50261 -3.18160
C -1.18227 0.26212 -2.40066
C -2.21910 -0.51088 -3.17905
C -1.70189 -1.95830 -3.36601
C -0.52754 -2.30969 -2.44569
C 0.88225 -2.18782 -2.77270
C 1.36072 -1.52723 -4.03154
C 0.51308 -0.28618 -4.40476
C 1.79812 -1.17083 0.34103
H 0.34929 1.54446 -3.18713
H -1.52989 1.08998 -1.77163
H -2.45076 -0.01896 -4.15279
H -3.17776 -0.48958 -2.64169
H -2.51908 -2.63606 -3.05962
H -1.53224 -2.20682 -4.42233
H -0.82618 -3.17612 -1.80372
H 1.53342 -2.94057 -2.33299
H 1.40845 -2.25752 -4.85443
H 2.41340 -1.21978 -3.93627
H 1.09735 0.40288 -5.04339
H -0.33333 -0.59228 -5.01979
H 2.49523 -0.35484 0.60135
H 2.41160 -1.95950 -0.10632
H 1.48293 -1.49845 1.33988
C -2.66486 -1.17636 1.96233
Si -0.96736 -0.62867 2.61863
C -1.60881 -0.04505 4.34581
C 0.10532 -2.06247 3.30369
C -0.09198 0.73778 1.65587
Si -0.47420 2.42827 2.31334
C 0.25511 2.33269 4.07235
C 0.13560 4.19838 2.03641
C -2.35136 2.44072 2.10913
H -3.35372 -1.26741 2.81803
H -2.65503 -2.16778 1.49787
H -3.09512 -0.47870 1.23391
H -2.17860 -0.89914 4.74369
H -0.78225 0.17274 5.03318
H -2.27194 0.82713 4.29268
H 0.13065 -2.98064 2.69121
H 1.13924 -1.74693 3.51213
H -0.36171 -2.33858 4.26726
H 0.98778 0.55873 1.51785
H 0.86645 3.24048 4.19192
H -0.61267 2.33744 4.74709
H 0.88793 1.44607 4.22027
H -0.11916 4.71175 1.10272
H -0.43366 4.72692 2.83263
H 1.20833 4.32270 2.25709
H -2.73564 1.62570 1.47754
H -2.79002 2.37590 3.11614
H -2.58675 3.40969 1.63885

In the Löwdin picture, each atom carries the following charge in e: P 1.10; P 0.93; C -0.30; C -0.36; H 0.05; H 0.10; H 0.09; H 0.11; C -0.27; H 0.02; H -0.02; H 0.06; C -0.26; H 0.06; H 0.05; H 0.03; C -0.27; H 0.08; H 0.07; H 0.07; C -0.25; H 0.05; H 0.07; H 0.08; W 1.53; C -0.31; C -0.34; C -0.17; C -0.15; C -0.33; C -0.33; C -0.18; C -0.14; C -0.26; H 0.11; H 0.11; H 0.14; H 0.12; H 0.12; H 0.13; H 0.04; H 0.13; H 0.14; H 0.12; H 0.15; H 0.11; H 0.01; H 0.01; H -0.03; C -0.19; Si 0.43; C -0.19; C -0.18; C -0.27; Si 0.41; C -0.16; C -0.20; C -0.17; H 0.06; H -0.06; H 0.04; H 0.05; H 0.03; H 0.02; H 0.00; H 0.06; H 0.06; H -0.07; H 0.04; H 0.04; H 0.04; H 0.03; H 0.07; H 0.02; H 0.01; H 0.04; H 0.04


Record 4
Below is one molecule with the formula C4H8N4 in a non-equilibrium geometry, with properties calculated with wB97M-V/def2-TZVPD.

Computed properties:
SMILES ... Cc1nnn(N)c1C
ΔE to the lowest compared entry with this formula, charge and spin ... 47.7 kcal/mol
LUMO level ... 0.895 eV
Charge ... 0
Energy ... -376.17245 a.u.
E_HOMO ... -0.313 Ha

Atoms and positions in Å:
C -0.30276 1.32709 0.95367
C 1.18889 0.75925 -1.92879
N -0.63566 -1.12938 0.60498
C -0.09984 0.04196 0.23492
C 0.57940 -0.19866 -0.96932
N -1.30703 -1.34787 1.80196
N -0.15118 -2.18138 -0.40621
N 0.49193 -1.51615 -1.23161
H -2.04068 -2.00977 1.63906
H -0.66485 -1.74326 2.49424
H 0.64384 1.79569 1.15348
H -0.91050 2.03067 0.35870
H -0.80280 1.17235 1.91311
H 2.17710 0.44305 -2.18973
H 1.25476 1.76144 -1.52015
H 0.57936 0.79498 -2.90831

In the Löwdin picture, each atom carries the following charge in e: C -0.02; C -0.05; N -0.14; C -0.24; C -0.32; N 0.09; N 0.06; N -0.02; H 0.08; H 0.10; H 0.07; H 0.09; H 0.07; H 0.06; H 0.06; H 0.11